[1]
Entry from OMol25: 9 unconnected molecules or ions with the total composition C98H224BrN4O2P4 (ωB97M-V/def2-TZVPD).

```
! RIJCOSX wB97M-V def2-TZVPD def2/J DEFGRID3
* xyz 7 1
C 5.993 6.060 -2.429
C 4.822 6.926 -2.892
N 3.981 6.349 -4.036
C 4.896 5.665 -5.022
C 3.012 5.356 -3.486
C 2.351 4.409 -4.509
C 3.170 7.479 -4.627
C 3.874 8.340 -5.649
O 5.089 8.737 -5.122
C 5.927 9.170 -6.142
H 5.726 5.173 -1.855
H 6.480 6.681 -1.661
H 6.832 5.915 -3.104
H 5.142 7.876 -3.286
H 4.129 7.022 -2.065
H 5.714 6.363 -5.192
H 4.324 5.405 -5.889
H 5.185 4.758 -4.534
H 2.333 6.102 -3.046
H 3.574 4.926 -2.683
H 2.909 3.571 -4.876
H 1.878 4.872 -5.337
H 1.551 3.917 -3.931
H 2.774 8.049 -3.756
H 2.300 6.965 -5.078
H 3.211 9.201 -5.939
H 4.026 7.728 -6.567
H 5.881 8.442 -6.957
H 6.968 9.226 -5.801
H 5.521 10.128 -6.552
C 1.314 -1.937 0.307
C 2.626 -1.098 0.458
N 2.511 0.371 0.812
C 1.752 1.157 -0.198
C 1.830 0.540 2.122
C 1.882 1.869 2.815
C 3.876 0.974 0.790
C 5.003 0.242 1.447
O 4.916 0.162 2.834
C 6.165 -0.089 3.545
H 0.786 -2.142 1.215
H 1.713 -2.870 -0.074
H 0.479 -1.585 -0.338
H 3.129 -1.134 -0.506
H 3.337 -1.566 1.191
H 0.706 0.859 -0.163
H 2.207 1.027 -1.228
H 1.890 2.194 -0.006
H 2.096 -0.302 2.782
H 0.808 0.281 1.950
H 2.731 1.936 3.472
H 1.021 2.084 3.417
H 1.915 2.642 2.049
H 3.802 1.974 1.207
H 4.019 0.951 -0.269
H 5.913 0.812 1.227
H 5.166 -0.720 0.934
H 5.861 -0.163 4.609
H 6.813 0.702 3.326
H 6.647 -1.026 3.261
C 2.950 -6.486 -3.919
C 3.847 -6.725 -5.194
C 5.280 -6.049 -5.104
C 6.155 -6.819 -4.133
N 7.304 -6.047 -3.644
C 8.081 -5.395 -4.698
C 9.351 -4.956 -3.966
C 9.580 -5.963 -2.799
C 8.400 -6.912 -3.017
C 6.794 -5.089 -2.580
H 1.975 -6.985 -4.076
H 2.718 -5.421 -3.788
H 3.391 -6.885 -2.991
H 3.346 -6.242 -6.054
H 4.038 -7.794 -5.437
H 5.166 -4.967 -4.776
H 5.755 -6.048 -6.069
H 6.411 -7.780 -4.568
H 5.598 -7.130 -3.248
H 7.395 -4.680 -5.157
H 8.308 -6.054 -5.535
H 9.271 -3.898 -3.684
H 10.149 -5.053 -4.645
H 9.704 -5.541 -1.795
H 10.516 -6.485 -3.031
H 8.040 -7.380 -2.072
H 8.628 -7.723 -3.716
H 7.649 -4.653 -2.068
H 6.200 -5.702 -1.935
H 6.211 -4.351 -3.102
C 7.230 4.135 1.541
C 8.140 5.317 1.314
C 7.759 6.530 2.145
C 7.888 6.359 3.709
N 6.611 6.690 4.511
C 6.891 6.424 6.003
C 5.641 5.850 6.584
C 5.221 4.898 5.445
C 5.427 5.724 4.224
C 6.328 8.125 4.236
H 7.478 3.227 0.962
H 6.169 4.377 1.332
H 7.237 3.891 2.629
H 8.190 5.519 0.241
H 9.199 5.030 1.495
H 6.729 6.821 1.938
H 8.443 7.312 1.863
H 8.634 7.032 4.120
H 8.115 5.347 4.002
H 7.250 7.315 6.506
H 7.652 5.650 6.001
H 4.891 6.653 6.610
H 5.750 5.413 7.538
H 4.215 4.506 5.467
H 5.969 4.114 5.495
H 4.609 6.389 3.972
H 5.705 5.118 3.367
H 5.456 8.410 4.786
H 6.253 8.228 3.179
H 7.182 8.692 4.564
C -4.318 -4.428 -5.230
C -3.328 -5.164 -6.093
C -2.627 -4.284 -7.191
C -1.409 -5.034 -7.732
P -0.428 -4.104 -8.912
C 1.281 -4.727 -9.068
C 1.484 -6.144 -9.619
C 2.918 -6.529 -9.427
C 3.244 -7.978 -9.753
C -1.150 -4.233 -10.592
C -2.674 -4.101 -10.590
C -3.200 -4.194 -12.062
C -4.670 -3.848 -12.184
C -0.388 -2.388 -8.304
C 0.146 -2.355 -6.900
C -0.321 -1.115 -6.009
C 0.318 -1.293 -4.669
H -5.355 -4.224 -5.578
H -3.954 -3.450 -4.900
H -4.519 -5.077 -4.413
H -3.722 -6.065 -6.637
H -2.574 -5.651 -5.387
H -2.280 -3.328 -6.776
H -3.300 -4.115 -8.042
H -1.750 -5.843 -8.351
H -0.856 -5.435 -6.889
H 1.583 -4.690 -8.008
H 1.822 -3.859 -9.508
H 1.304 -6.102 -10.688
H 0.828 -6.950 -9.301
H 3.148 -6.444 -8.393
H 3.688 -5.885 -9.853
H 2.713 -8.625 -9.034
H 4.326 -8.184 -9.727
H 2.851 -8.257 -10.709
H -0.835 -5.257 -10.891
H -0.585 -3.577 -11.258
H -2.927 -3.129 -10.183
H -3.123 -4.843 -9.944
H -3.025 -5.175 -12.520
H -2.595 -3.402 -12.590
H -4.847 -3.136 -11.344
H -5.366 -4.673 -12.031
H -4.866 -3.296 -13.138
H -1.382 -1.953 -8.386
H 0.254 -1.761 -8.919
H 1.253 -2.488 -6.955
H -0.113 -3.311 -6.366
H -1.439 -1.216 -5.833
H -0.181 -0.205 -6.552
H -0.051 -0.589 -3.900
H 1.387 -1.120 -4.773
H 0.054 -2.311 -4.307
C 3.078 -3.989 3.487
C 1.550 -4.038 3.860
C 0.666 -5.076 3.173
C -0.696 -5.070 3.766
P -1.858 -6.108 2.837
C -3.521 -5.557 3.299
C -4.642 -5.805 2.270
C -6.043 -5.364 2.818
C -6.209 -3.860 3.053
C -1.628 -7.829 3.198
C -0.420 -8.441 2.508
C 0.200 -9.588 3.339
C 1.475 -10.044 2.662
C -1.625 -5.715 1.096
C -1.980 -4.287 0.660
C -1.836 -4.151 -0.860
C -2.256 -2.793 -1.407
H 3.340 -4.006 2.436
H 3.511 -4.868 3.919
H 3.533 -3.190 4.057
H 1.119 -3.041 3.587
H 1.514 -4.081 4.967
H 1.150 -6.056 3.302
H 0.615 -4.800 2.123
H -1.052 -4.040 3.744
H -0.614 -5.336 4.812
H -3.400 -4.519 3.563
H -3.805 -6.121 4.215
H -4.773 -6.876 1.991
H -4.577 -5.056 1.452
H -6.333 -5.786 3.775
H -6.777 -5.594 2.047
H -5.839 -3.655 4.038
H -7.288 -3.647 3.133
H -5.816 -3.204 2.285
H -2.515 -8.391 2.861
H -1.544 -7.900 4.282
H 0.336 -7.635 2.357
H -0.621 -8.751 1.464
H -0.567 -10.337 3.365
H 0.364 -9.177 4.345
H 1.226 -10.374 1.625
H 1.908 -10.883 3.159
H 2.190 -9.200 2.613
H -2.264 -6.403 0.520
H -0.617 -6.014 0.774
H -1.388 -3.527 1.136
H -2.903 -3.957 1.032
H -2.405 -4.949 -1.340
H -0.831 -4.332 -1.175
H -1.841 -2.570 -2.402
H -1.901 -1.996 -0.754
H -3.373 -2.709 -1.540
C -2.138 0.597 5.130
C -2.950 -0.654 5.396
C -4.297 -0.371 6.153
C -5.235 0.402 5.185
P -6.879 0.409 5.793
C -7.088 1.554 7.171
C -8.419 1.567 7.965
C -8.550 2.921 8.690
C -9.821 3.213 9.443
C -7.285 -1.260 6.245
C -8.760 -1.514 6.508
C -9.016 -3.027 6.728
C -10.506 -3.341 6.821
C -7.920 1.107 4.519
C -8.075 0.198 3.305
C -8.395 1.120 2.134
C -7.151 1.821 1.632
H -1.974 1.126 6.066
H -2.743 1.271 4.465
H -1.170 0.400 4.744
H -2.361 -1.302 6.059
H -3.185 -1.219 4.518
H -4.061 0.254 7.016
H -4.750 -1.308 6.516
H -5.270 -0.277 4.331
H -4.808 1.366 4.909
H -7.009 2.513 6.735
H -6.227 1.542 7.888
H -8.439 0.741 8.663
H -9.271 1.337 7.326
H -8.408 3.785 8.026
H -7.716 2.955 9.409
H -10.678 3.171 8.764
H -9.805 4.245 9.877
H -10.004 2.528 10.263
H -6.643 -1.401 7.109
H -6.958 -1.890 5.401
H -9.379 -1.186 5.637
H -9.145 -0.938 7.330
H -8.539 -3.289 7.678
H -8.617 -3.551 5.827
H -10.749 -4.306 7.153
H -11.050 -3.177 5.879
H -10.902 -2.652 7.585
H -7.424 2.039 4.262
H -8.897 1.379 4.877
H -8.864 -0.531 3.510
H -7.197 -0.452 3.143
H -9.235 1.765 2.451
H -8.860 0.591 1.264
H -6.349 1.100 1.601
H -6.710 2.562 2.283
H -7.371 2.276 0.676
C 2.096 7.240 4.377
C 0.589 7.455 4.389
C -0.043 7.715 3.106
C -1.582 7.768 3.223
P -2.345 6.414 2.265
C -4.037 6.120 2.732
C -4.219 5.911 4.246
C -5.199 4.768 4.635
C -6.597 4.905 3.966
C -2.546 6.802 0.472
C -1.405 6.427 -0.496
C -1.964 6.319 -1.929
C -0.839 6.505 -2.957
C -1.360 4.905 2.572
C -2.069 3.584 2.351
C -2.376 3.093 0.921
C -3.070 1.766 0.935
H 2.408 7.264 5.420
H 2.623 7.976 3.788
H 2.347 6.318 3.875
H 0.397 8.242 5.148
H 0.218 6.527 4.854
H 0.302 7.050 2.247
H 0.301 8.684 2.738
H -1.972 8.754 2.966
H -1.871 7.560 4.263
H -4.329 5.248 2.085
H -4.579 6.997 2.306
H -4.522 6.844 4.724
H -3.244 5.720 4.711
H -5.341 4.723 5.703
H -4.676 3.859 4.368
H -7.011 5.855 4.308
H -7.197 4.092 4.382
H -6.574 4.784 2.885
H -2.796 7.834 0.364
H -3.442 6.256 0.214
H -1.085 5.442 -0.187
H -0.603 7.126 -0.353
H -2.699 7.110 -2.094
H -2.405 5.355 -2.036
H -0.194 7.332 -2.641
H -1.203 6.812 -3.945
H -0.171 5.667 -3.099
H -1.064 5.036 3.601
H -0.461 4.941 1.931
H -2.996 3.678 2.963
H -1.470 2.818 2.848
H -1.416 2.983 0.402
H -2.886 3.851 0.301
H -2.536 1.020 1.497
H -3.224 1.440 -0.094
H -4.040 1.759 1.433
Br 2.208 4.541 0.203
*
```

Results
Gap between HOMO and LUMO (eV): 7.91
DFT total energy (eV): -222446.72625
LUMO level (eV): -10.787
HOMO (hartree): -0.687

[2]
Entry from OMol25: 3 unconnected molecules or ions with the total composition C2H8O4 (ωB97M-V/def2-TZVPD).

```
! RIJCOSX wB97M-V def2-TZVPD def2/J DEFGRID3
* xyz 0 1
C 0.722 1.566 -0.871
C -0.393 0.784 -0.250
O -0.393 0.280 0.839
O -1.517 0.844 -0.991
H 0.444 2.210 -1.706
H 1.546 0.957 -1.234
H 1.117 2.222 -0.099
H -2.246 0.789 -0.336
O -3.503 0.254 0.881
H -2.740 0.384 1.466
H -3.666 -0.684 1.041
O 3.191 -3.001 0.539
H 4.068 -2.665 0.311
H 3.369 -3.941 0.410
*
```

Results
Gap between HOMO and LUMO (eV): 11.23
DFT total energy (eV): -10394.07024
LUMO level (eV): 0.760
Energy relative to the best compared isomer or geometry (same formula, charge and spin) (kcal/mol): 14.38
HOMO (hartree): -0.385

[3]
Entry from OMol25: a molecular structure, C6H18BrMnO3 (ωB97M-V/def2-TZVPD).

```
! RIJCOSX wB97M-V def2-TZVPD def2/J DEFGRID3
* xyz 1 6
Mn 15.065 -17.115 -11.646
Br 14.288 -15.252 -13.352
C 16.150 -16.893 -17.978
C 16.137 -16.244 -16.626
O 15.156 -15.234 -16.575
H 16.418 -16.102 -18.679
H 15.238 -17.433 -18.233
H 16.953 -17.630 -17.945
H 17.053 -15.760 -16.286
H 15.706 -16.900 -15.870
H 14.948 -15.027 -15.661
C 11.839 -18.055 -13.906
C 12.049 -18.058 -12.432
O 13.357 -18.476 -12.118
H 10.770 -17.868 -14.013
H 12.003 -18.978 -14.462
H 12.392 -17.281 -14.438
H 11.339 -18.681 -11.888
H 11.926 -17.062 -12.005
H 13.356 -19.404 -12.362
C 9.576 -13.574 -14.675
C 10.520 -14.636 -14.081
O 11.153 -14.083 -12.972
H 8.992 -14.043 -15.467
H 10.025 -12.642 -15.020
H 8.948 -13.266 -13.839
H 11.285 -14.927 -14.801
H 10.011 -15.556 -13.792
H 12.054 -14.416 -12.988
*
```

Results
Gap between HOMO and LUMO (spin up / spin down) (eV): 5.19 / 5.16
DFT total energy (eV): -114010.59067
LUMO level (spin up / spin down) (eV): -7.109 / -7.136
Energy relative to the best compared isomer or geometry (same formula, charge and spin) (kcal/mol): 0.01
HOMO (spin up / spin down) (hartree): -0.452 / -0.452

[4]
Entry from OMol25: a molecular structure, C22H21ClIN5O3PtS (ωB97M-V/def2-TZVPD).

```
! RIJCOSX wB97M-V def2-TZVPD def2/J DEFGRID3
* xyz 2 5
Pt 2.613 -12.615 -12.031
Cl 0.920 -14.051 -18.949
C 0.960 -13.764 -17.258
C -0.122 -14.161 -16.401
C -0.019 -13.950 -15.051
C 1.164 -13.474 -14.433
O 1.041 -13.327 -13.098
C 2.319 -13.278 -15.241
C 3.611 -13.386 -14.715
N 3.869 -13.238 -13.420
C 5.145 -13.408 -12.876
C 6.142 -14.178 -13.438
C 7.415 -14.211 -12.844
C 7.618 -13.700 -11.568
C 6.583 -13.047 -10.850
C 6.660 -12.626 -9.494
C 5.516 -12.091 -8.933
C 4.369 -11.816 -9.738
N 4.257 -12.218 -11.009
C 5.375 -12.779 -11.586
C 2.155 -13.324 -16.686
H -0.995 -14.607 -16.833
H -0.823 -14.135 -14.340
H 4.500 -13.507 -15.324
H 5.920 -14.678 -14.344
H 8.273 -14.727 -13.352
H 8.578 -13.806 -11.039
H 7.560 -12.725 -8.912
H 5.451 -11.954 -7.830
H 3.525 -11.262 -9.351
H 2.968 -13.026 -17.360
N -1.922 -9.720 -11.569
C -1.384 -10.727 -12.336
O -1.741 -11.900 -12.247
C -0.397 -10.264 -13.368
I 1.612 -9.701 -12.598
H -2.490 -10.038 -10.807
H -1.363 -8.902 -11.450
H -0.609 -9.327 -13.895
H -0.340 -11.109 -14.030
S 0.729 -12.186 -7.726
C 1.154 -12.309 -9.275
N 1.400 -12.421 -10.423
C 0.433 -17.709 -11.613
N 1.609 -17.053 -11.137
C 2.757 -17.821 -10.657
C 1.803 -15.722 -11.312
O 2.775 -15.042 -10.886
H 0.697 -18.760 -11.761
H 0.108 -17.190 -12.515
H -0.402 -17.735 -10.895
H 3.443 -17.997 -11.528
H 2.392 -18.736 -10.248
H 3.337 -17.215 -9.954
H 0.967 -15.298 -11.901
*
```

Results
Gap between HOMO and LUMO (spin up / spin down) (eV): 5.47 / 3.99
DFT total energy (eV): -71434.40343
LUMO level (spin up / spin down) (eV): -5.994 / -9.640
Energy relative to the best compared isomer or geometry (same formula, charge and spin) (kcal/mol): 0.00
HOMO (spin up / spin down) (hartree): -0.421 / -0.501

Copy entry 3 word for word.
Entry from OMol25: a molecular structure, C6H18BrMnO3 (ωB97M-V/def2-TZVPD).

```
! RIJCOSX wB97M-V def2-TZVPD def2/J DEFGRID3
* xyz 1 6
Mn 15.065 -17.115 -11.646
Br 14.288 -15.252 -13.352
C 16.150 -16.893 -17.978
C 16.137 -16.244 -16.626
O 15.156 -15.234 -16.575
H 16.418 -16.102 -18.679
H 15.238 -17.433 -18.233
H 16.953 -17.630 -17.945
H 17.053 -15.760 -16.286
H 15.706 -16.900 -15.870
H 14.948 -15.027 -15.661
C 11.839 -18.055 -13.906
C 12.049 -18.058 -12.432
O 13.357 -18.476 -12.118
H 10.770 -17.868 -14.013
H 12.003 -18.978 -14.462
H 12.392 -17.281 -14.438
H 11.339 -18.681 -11.888
H 11.926 -17.062 -12.005
H 13.356 -19.404 -12.362
C 9.576 -13.574 -14.675
C 10.520 -14.636 -14.081
O 11.153 -14.083 -12.972
H 8.992 -14.043 -15.467
H 10.025 -12.642 -15.020
H 8.948 -13.266 -13.839
H 11.285 -14.927 -14.801
H 10.011 -15.556 -13.792
H 12.054 -14.416 -12.988
*
```

Results
Gap between HOMO and LUMO (spin up / spin down) (eV): 5.19 / 5.16
DFT total energy (eV): -114010.59067
LUMO level (spin up / spin down) (eV): -7.109 / -7.136
Energy relative to the best compared isomer or geometry (same formula, charge and spin) (kcal/mol): 0.01
HOMO (spin up / spin down) (hartree): -0.452 / -0.452

- Which formula does entry 2 have?
  C2H8O4